Entry 1:
Molecular formula: C5H12O4
Method: DFT, the ωB97M-V functional and the def2-TZVPD basis

```
21
Properties=species:S:1:pos:R:3:lowdin_charge:R:1
C 1.030 0.346 1.421 -0.004
C 0.407 -0.859 0.762 -0.444
C -0.380 -1.753 1.675 -0.011
O 0.909 -1.328 -0.287 0.041
H 1.429 1.029 0.675 0.084
H 0.313 0.840 2.071 0.083
H 1.862 -0.003 2.038 0.105
H -1.264 -1.220 2.023 0.086
H 0.216 -2.004 2.554 0.099
H -0.678 -2.667 1.167 0.093
C -1.078 0.881 -1.476 0.031
C -1.574 0.347 -0.343 -0.296
O -1.911 1.079 0.774 -0.033
H -1.045 0.308 -2.384 0.070
H -0.821 1.927 -1.544 0.078
H -2.076 -0.610 -0.347 0.122
H -1.547 1.969 0.686 0.103
O 1.476 0.641 -1.711 -0.240
O 1.469 0.334 -3.110 -0.116
H 1.311 -0.347 -1.169 0.068
H 1.953 1.090 -3.476 0.081
```

Energy above the lowest of the compared OMol25 structures with the same formula, charge and spin, kJ/mol: 509.6
SMILES: CC(C)=O.C=CO.OO


Entry 2:
Molecular formula: CH3NO2S
Method: DFT, the ωB97M-V functional and the def2-TZVPD basis

```
8
Properties=species:S:1:pos:R:3:lowdin_charge:R:1
O -0.818 0.416 0.061 0.018
N -1.838 -0.183 -0.165 -0.275
O -2.936 0.041 0.231 0.095
H -1.755 -0.927 -0.791 0.155
C 1.788 0.264 0.183 -0.615
S 1.853 -1.376 0.050 0.531
H 1.824 0.815 1.207 0.042
H 1.883 0.950 -0.776 0.049
```

Energy above the lowest of the compared OMol25 structures with the same formula, charge and spin, kJ/mol: 405.6
SMILES: O=[NH+][O-].C=S


Entry 3:
Molecular formula: C27H77Cl8O30P7
Method: DFT, the ωB97M-V functional and the def2-TZVPD basis

```
149
Properties=species:S:1:pos:R:3:lowdin_charge:R:1
C -0.690 6.967 -4.500 -0.046
O 0.760 6.615 -4.617 -0.242
P 1.403 5.307 -3.886 0.446
O 2.781 4.959 -4.292 -0.235
O 1.182 5.600 -2.311 -0.243
C 2.285 6.015 -1.424 -0.060
O 0.338 4.130 -4.246 -0.222
C 0.275 3.795 -5.569 -0.163
H -1.169 6.808 -3.534 0.081
H -1.206 6.445 -5.307 0.081
H -0.770 8.036 -4.697 0.083
H 1.976 7.039 -1.214 0.086
H 3.210 5.999 -2.000 0.078
H 2.424 5.484 -0.482 0.046
H -0.784 3.573 -5.693 0.090
H 0.656 2.824 -5.886 0.088
H 0.424 4.618 -6.268 0.095
C -0.221 2.257 -1.375 -0.102
O 0.282 1.248 -0.558 -0.262
P -0.238 -0.286 -0.703 0.594
O 0.160 -0.895 -1.972 -0.205
O -1.807 -0.369 -0.182 -0.191
C -2.790 0.373 -0.889 -0.147
O 0.430 -0.963 0.657 -0.195
C 1.676 -1.584 0.495 -0.137
H -0.331 3.141 -0.746 0.082
H -1.229 2.074 -1.747 0.075
H 0.517 2.198 -2.175 0.086
H -2.621 0.504 -1.958 0.089
H -3.052 1.316 -0.410 0.067
H -3.750 -0.134 -0.984 0.017
H 2.299 -1.514 -0.396 0.092
H 1.482 -2.644 0.662 0.062
H 2.338 -1.378 1.336 0.065
C -2.759 6.508 0.182 -0.150
O -1.569 5.800 0.363 -0.223
P -1.404 4.843 1.729 0.476
O -2.536 3.967 1.964 -0.211
O -0.995 5.734 3.043 -0.216
C -0.046 6.776 2.860 -0.104
O -0.082 4.018 1.388 -0.241
C 0.218 2.888 2.138 -0.155
H -3.507 6.394 0.966 0.068
H -3.213 6.105 -0.724 0.042
H -2.578 7.581 0.129 0.091
H 0.343 6.805 3.877 0.095
H -0.544 7.745 2.818 0.088
H 0.657 6.608 2.044 0.089
H -0.382 2.788 3.042 0.087
H 1.191 2.984 2.620 0.085
H -0.037 1.947 1.650 0.085
C 4.475 -1.425 3.613 -0.109
O 5.757 -1.451 3.100 -0.243
P 6.653 -2.787 3.237 0.493
O 5.922 -4.049 3.023 -0.220
O 7.941 -2.454 2.278 -0.227
C 8.994 -3.408 2.071 -0.074
O 7.279 -2.567 4.750 -0.244
C 6.683 -3.068 5.966 -0.088
H 4.213 -2.464 3.808 0.085
H 3.801 -0.920 2.921 0.080
H 4.652 -0.909 4.558 0.098
H 8.750 -4.100 1.265 0.059
H 9.352 -3.980 2.927 0.097
H 9.746 -2.743 1.647 0.096
H 5.742 -3.577 5.756 0.082
H 6.587 -2.218 6.642 0.088
H 7.370 -3.786 6.413 0.084
C 7.333 -5.826 -0.417 -0.096
O 6.360 -4.983 0.146 -0.254
P 4.911 -4.730 -0.501 0.396
O 4.855 -4.709 -1.967 -0.228
O 3.981 -5.926 0.094 -0.287
C 3.909 -5.953 1.573 -0.080
O 4.469 -3.406 0.272 -0.224
C 5.305 -2.238 0.079 -0.086
H 7.579 -6.679 0.215 0.095
H 8.169 -5.131 -0.503 0.079
H 7.009 -6.184 -1.395 0.089
H 3.547 -5.001 1.960 0.068
H 4.948 -6.089 1.874 0.067
H 3.223 -6.649 2.057 0.089
H 4.931 -1.494 0.783 0.068
H 5.342 -1.835 -0.933 0.080
H 6.305 -2.400 0.482 0.065
C -8.518 2.132 4.673 -0.127
O -7.304 1.714 4.088 -0.234
P -5.965 2.721 4.134 0.467
O -5.305 2.781 5.445 -0.228
O -5.137 2.230 2.859 -0.245
C -4.726 0.880 2.585 -0.083
O -6.530 4.174 3.667 -0.225
C -5.589 5.200 3.311 -0.105
H -9.331 2.063 3.950 0.089
H -8.384 3.097 5.163 0.084
H -8.834 1.456 5.468 0.084
H -3.646 0.729 2.578 0.092
H -4.981 0.523 1.588 0.051
H -5.195 0.189 3.286 0.089
H -4.561 4.982 3.601 0.076
H -5.884 6.060 3.914 0.092
H -5.423 5.523 2.283 0.069
C -3.326 -2.951 1.734 -0.187
O -3.212 -3.341 0.453 -0.208
P -3.354 -4.920 -0.024 0.522
O -2.382 -5.890 0.517 -0.239
O -4.944 -5.118 0.278 -0.237
C -5.509 -6.410 0.485 -0.099
O -3.281 -4.797 -1.661 -0.239
C -2.411 -5.445 -2.542 -0.124
H -2.535 -2.261 2.028 0.087
H -3.308 -3.788 2.433 0.089
H -4.201 -2.402 2.082 0.082
H -6.562 -6.455 0.208 0.089
H -5.297 -6.738 1.503 0.091
H -4.990 -7.114 -0.166 0.082
H -3.043 -5.991 -3.242 0.091
H -1.749 -6.157 -2.048 0.072
H -1.726 -4.758 -3.040 0.070
Cl 2.993 2.824 0.264 0.551
C 3.717 2.524 -1.376 -1.004
Cl 4.609 1.055 -1.469 0.590
H 3.007 2.599 -2.200 0.029
H 4.400 3.359 -1.535 0.025
Cl -5.457 4.627 -1.064 0.524
C -5.436 3.196 0.053 -0.970
Cl -5.960 1.707 -0.735 0.566
H -4.401 3.000 0.334 -0.003
H -6.097 3.364 0.903 0.017
Cl 1.349 -5.182 -3.759 0.500
C 1.830 -6.150 -2.315 -0.884
Cl 1.273 -5.179 -0.828 0.504
H 1.418 -7.159 -2.328 0.031
H 2.904 -6.325 -2.250 0.002
Cl -4.392 -2.821 -4.809 0.447
C -5.723 -3.012 -3.506 -0.901
Cl -5.671 -1.671 -2.326 0.507
H -6.682 -2.996 -4.025 0.022
H -5.614 -3.917 -2.908 0.011
O -0.577 -2.089 -4.053 -0.101
C -0.843 -1.005 -4.846 -0.274
C 0.537 -0.416 -5.268 -0.185
O 1.153 0.316 -4.167 -0.101
H -0.083 -1.727 -3.314 0.000
H -1.400 -1.323 -5.728 0.110
H -1.447 -0.291 -4.287 0.109
H 0.333 0.285 -6.078 0.097
H 1.269 -1.162 -5.578 0.119
H 1.047 -0.261 -3.407 0.015
```

Electronic energy, Ha: -9403.60569
SMILES: COP(=O)(OC)OC.COP(=O)(OC)OC.COP(=O)(OC)OC.COP(=O)(OC)OC.COP(=O)(OC)OC.COP(=O)(OC)OC.COP(=O)(OC)OC.ClCCl.ClCCl.ClCCl.ClCCl.OCCO


Entry 4:
Molecular formula: C39H91N13O13
Method: DFT, the ωB97M-V functional and the def2-TZVPD basis

```
156
Properties=species:S:1:pos:R:3:lowdin_charge:R:1
C 5.324 -4.545 -2.442 -0.373
O 5.860 -4.904 -3.461 0.008
N 5.191 -3.273 -2.037 -0.189
C 4.563 -2.968 -0.768 -0.056
C 5.870 -2.223 -2.749 -0.041
H 4.904 -5.272 -1.730 0.134
H 4.029 -2.015 -0.887 0.082
H 5.254 -2.870 0.069 0.074
H 3.725 -3.617 -0.505 0.084
H 5.306 -1.292 -2.676 0.078
H 6.869 -2.029 -2.357 0.098
H 5.898 -2.472 -3.805 0.083
C 3.521 3.702 3.455 -0.357
O 4.464 3.885 2.703 0.004
N 2.856 2.540 3.631 -0.184
C 1.560 2.503 4.275 -0.073
C 3.236 1.290 3.031 -0.038
H 3.103 4.552 4.024 0.133
H 1.303 3.359 4.902 0.090
H 1.609 1.709 5.032 0.086
H 0.737 2.259 3.607 0.053
H 3.444 0.553 3.802 0.080
H 2.430 0.933 2.387 0.070
H 4.079 1.428 2.358 0.100
C -1.910 0.936 4.645 -0.354
O -0.762 0.594 4.721 0.021
N -2.770 0.996 5.680 -0.173
C -4.103 1.510 5.483 -0.045
C -2.421 0.413 6.940 -0.055
H -2.441 1.188 3.717 0.104
H -4.480 1.271 4.479 0.066
H -4.167 2.604 5.458 0.081
H -4.779 1.053 6.198 0.092
H -1.457 -0.088 6.878 0.084
H -2.427 1.118 7.771 0.092
H -3.084 -0.419 7.213 0.092
C -4.499 -0.954 1.655 -0.323
O -3.959 -0.044 2.256 -0.012
N -5.769 -0.936 1.201 -0.193
C -6.305 -2.069 0.480 -0.052
C -6.618 0.224 1.332 -0.050
H -3.995 -1.884 1.342 0.139
H -7.304 -2.326 0.817 0.093
H -5.655 -2.939 0.584 0.088
H -6.245 -1.864 -0.595 0.090
H -7.514 -0.016 1.918 0.094
H -6.146 1.100 1.752 0.077
H -7.043 0.423 0.339 0.091
C -1.058 -5.046 1.115 -0.361
O -1.747 -5.858 0.531 0.003
N -0.365 -5.282 2.247 -0.192
C 0.819 -4.475 2.538 -0.054
C -0.455 -6.579 2.902 -0.049
H -1.008 -4.023 0.709 0.133
H 0.548 -3.419 2.475 0.075
H 1.666 -4.585 1.855 0.090
H 1.094 -4.756 3.550 0.075
H -0.398 -6.450 3.985 0.086
H -1.433 -7.014 2.705 0.085
H 0.321 -7.261 2.540 0.097
C 2.995 0.924 -3.381 -0.336
O 2.520 0.318 -2.451 0.011
N 3.096 0.445 -4.632 -0.179
C 3.648 1.237 -5.722 -0.034
C 2.424 -0.757 -5.036 -0.045
H 3.453 1.916 -3.270 0.119
H 4.226 2.052 -5.288 0.094
H 2.813 1.533 -6.359 0.078
H 4.400 0.666 -6.272 0.091
H 3.100 -1.480 -5.491 0.099
H 1.826 -1.170 -4.235 0.057
H 1.727 -0.464 -5.830 0.071
C -0.384 -2.999 -5.012 -0.344
O -0.891 -1.956 -4.656 -0.009
N 0.556 -3.650 -4.303 -0.191
C 1.266 -4.791 -4.861 -0.046
C 0.979 -3.274 -2.965 -0.035
H -0.574 -3.560 -5.939 0.135
H 2.336 -4.592 -4.880 0.089
H 0.985 -4.996 -5.894 0.085
H 1.016 -5.662 -4.254 0.094
H 0.656 -4.006 -2.225 0.097
H 2.060 -3.164 -2.979 0.082
H 0.533 -2.301 -2.760 0.067
C 1.050 -0.642 0.314 -0.315
O 1.351 -1.087 1.408 -0.026
N -0.037 0.127 0.084 -0.146
C -0.919 0.467 1.178 -0.047
C -0.418 0.531 -1.248 -0.051
H 1.576 -0.880 -0.620 0.113
H -1.767 -0.206 1.306 0.075
H -1.323 1.470 1.014 0.074
H -0.375 0.475 2.123 0.071
H -0.195 1.536 -1.605 0.069
H -0.024 -0.130 -2.023 0.069
H -1.498 0.377 -1.350 0.073
C 1.886 3.765 -1.758 -0.331
O 3.070 3.490 -1.723 0.007
N 1.037 3.810 -0.704 -0.177
C -0.321 4.257 -0.908 -0.074
C 1.482 3.675 0.664 -0.030
H 1.371 4.073 -2.684 0.135
H -0.701 4.119 -1.915 0.069
H -0.466 5.286 -0.550 0.097
H -0.991 3.693 -0.244 0.061
H 1.080 2.722 1.028 0.080
H 2.566 3.611 0.726 0.085
H 1.137 4.506 1.281 0.093
C 4.350 -2.469 2.856 -0.337
O 5.436 -2.808 2.452 0.008
N 3.956 -2.694 4.120 -0.177
C 4.727 -3.405 5.098 -0.053
C 2.722 -2.148 4.621 -0.076
H 3.651 -1.839 2.291 0.124
H 4.280 -4.375 5.347 0.092
H 4.828 -2.840 6.026 0.088
H 5.729 -3.644 4.745 0.087
H 2.228 -1.313 4.121 0.073
H 1.921 -2.890 4.696 0.071
H 2.866 -1.746 5.628 0.089
C -3.034 5.167 4.484 -0.380
O -4.040 5.581 4.974 0.032
N -2.939 4.395 3.387 -0.178
C -1.684 3.991 2.825 -0.059
C -4.161 3.983 2.694 -0.024
H -2.055 5.323 4.970 0.135
H -0.918 4.408 3.489 0.085
H -1.493 4.412 1.840 0.076
H -1.474 2.923 2.868 0.056
H -4.225 2.899 2.820 0.067
H -5.048 4.424 3.136 0.087
H -4.113 4.311 1.655 0.089
C -3.610 3.184 -2.975 -0.360
O -3.233 4.180 -2.420 0.020
N -4.041 2.082 -2.352 -0.175
C -4.449 0.954 -3.153 -0.053
C -3.901 1.904 -0.931 -0.034
H -3.578 3.134 -4.071 0.140
H -4.747 0.105 -2.539 0.081
H -3.616 0.541 -3.736 0.088
H -5.258 1.207 -3.835 0.088
H -3.178 1.123 -0.703 0.061
H -3.662 2.843 -0.441 0.079
H -4.850 1.585 -0.491 0.077
C -0.307 1.450 -5.024 -0.352
O -0.388 2.209 -4.087 0.013
N -0.387 1.778 -6.324 -0.187
C -0.497 0.771 -7.384 -0.038
C -0.269 3.162 -6.743 -0.039
H -0.228 0.361 -4.886 0.107
H 0.519 0.626 -7.787 0.082
H -1.166 1.114 -8.162 0.086
H -0.695 -0.190 -6.908 0.077
H -0.894 3.336 -7.615 0.084
H -0.457 3.838 -5.915 0.085
H 0.772 3.363 -7.035 0.089
```

Energy above the lowest of the compared OMol25 structures with the same formula, charge and spin, kJ/mol: 692.8


Entry 5:
Molecular formula: C4H8O2
Method: DFT, the ωB97M-V functional and the def2-TZVPD basis

```
14
Properties=species:S:1:pos:R:3:lowdin_charge:R:1
C -0.992 0.292 -1.127 -0.008
C -0.218 0.488 0.125 -0.507
O -0.219 1.835 0.523 0.011
C 0.040 -0.510 1.161 -0.061
C 1.227 -0.338 0.282 -0.242
O 1.567 -1.370 -0.587 -0.020
H -2.052 0.150 -0.915 0.084
H -0.599 -0.578 -1.664 0.082
H -0.878 1.171 -1.773 0.095
H 0.176 1.933 1.400 0.103
H 0.046 -0.232 2.210 0.110
H -0.487 -1.447 0.973 0.127
H 1.522 0.640 -0.052 0.139
H 0.867 -2.037 -0.556 0.088
```

Energy above the lowest of the compared OMol25 structures with the same formula, charge and spin, kJ/mol: 337.5
SMILES: C[C@@]1(O)C[C@H]1O


Entry 6:
Molecular formula: C50H55F7O10S3
Method: DFT, the ωB97M-V functional and the def2-TZVPD basis

```
125
Properties=species:S:1:pos:R:3:lowdin_charge:R:1
C -6.777 5.519 -1.517 -0.063
C -6.978 4.013 -1.511 -0.199
O -5.796 3.356 -0.787 -0.286
S -5.836 1.765 -0.795 0.543
C -4.890 1.443 0.734 -0.113
O -7.184 1.345 -0.472 -0.301
O -5.155 1.164 -1.856 -0.265
H -7.100 5.852 -0.536 0.073
H -7.480 5.874 -2.337 0.108
H -5.711 5.761 -1.637 0.088
H -7.828 3.611 -1.009 0.096
H -6.896 3.588 -2.530 0.122
H -3.780 1.412 0.549 0.070
H -5.173 0.470 1.194 0.063
H -4.961 2.206 1.523 0.068
C 1.889 -3.534 1.074 -0.036
C 1.860 -2.092 0.447 -0.214
O 0.987 -1.201 1.225 -0.258
S 0.756 0.238 0.708 0.545
C -0.342 -0.019 -0.684 -0.089
O 0.013 0.896 1.734 -0.282
O 2.058 0.722 0.259 -0.309
H 2.628 -3.619 1.904 0.074
H 2.152 -4.234 0.239 0.094
H 0.897 -3.709 1.462 0.053
H 2.849 -1.654 0.272 0.113
H 1.429 -2.274 -0.548 0.076
H -1.210 -0.453 -0.211 0.052
H 0.048 -0.676 -1.441 0.026
H -0.637 0.977 -1.221 0.097
O -1.250 -8.011 2.772 -0.254
S -0.953 -8.306 1.384 0.652
O 0.226 -9.018 1.072 -0.214
O -2.316 -9.075 0.792 -0.199
C -3.078 -8.085 0.015 -0.142
C -1.970 -7.213 -0.605 -0.117
O -1.138 -6.877 0.613 -0.214
H -3.665 -8.581 -0.713 0.116
H -3.705 -7.414 0.579 0.125
H -2.243 -6.228 -0.999 0.125
H -1.434 -7.701 -1.394 0.117
F -1.863 -4.734 4.791 0.057
C -1.956 -3.391 4.746 -0.275
C -0.896 -2.610 4.278 -0.011
C -1.089 -1.259 4.172 -0.056
C -2.336 -0.735 4.552 -0.093
C -3.373 -1.524 4.989 -0.093
C -3.181 -2.896 5.171 -0.012
H -0.053 -3.170 4.115 0.091
H -0.279 -0.584 3.807 0.103
H -2.497 0.286 4.496 0.077
H -4.353 -1.094 5.196 0.106
H -4.030 -3.466 5.479 0.107
F 1.002 4.539 1.752 0.034
C 0.412 4.487 0.516 -0.252
C -0.517 3.526 0.250 -0.029
C -1.049 3.512 -1.043 -0.112
C -0.523 4.274 -2.040 -0.108
C 0.377 5.280 -1.719 -0.097
C 0.908 5.373 -0.447 -0.005
H -0.976 2.835 1.029 0.130
H -1.769 2.711 -1.178 0.093
H -0.826 4.072 -3.079 0.113
H 0.783 5.993 -2.478 0.122
H 1.665 6.105 -0.288 0.111
F 5.627 -0.410 -2.073 0.063
C 6.255 0.450 -1.266 -0.296
C 7.493 0.952 -1.581 -0.023
C 7.936 1.993 -0.776 -0.108
C 7.174 2.571 0.252 -0.083
C 5.985 1.897 0.604 -0.087
C 5.566 0.844 -0.138 -0.034
H 8.223 0.497 -2.347 0.149
H 8.874 2.450 -1.074 0.100
H 7.611 3.487 0.768 0.123
H 5.277 2.245 1.345 0.108
H 4.583 0.558 0.092 0.075
F -0.893 -3.326 -0.269 0.017
C -2.193 -2.888 -0.501 -0.239
C -2.566 -2.574 -1.849 0.014
C -3.840 -2.003 -1.962 -0.068
C -4.646 -1.747 -0.874 -0.116
C -4.255 -2.222 0.325 -0.099
C -2.988 -2.706 0.617 0.000
H -1.870 -2.695 -2.630 0.071
H -4.193 -1.690 -2.946 0.116
H -5.580 -1.267 -1.069 0.096
H -4.852 -2.085 1.260 0.126
H -2.764 -3.071 1.585 0.107
F 5.885 6.187 -2.717 0.054
C 4.795 5.476 -3.084 -0.301
C 4.097 5.805 -4.217 -0.008
C 3.036 4.960 -4.593 -0.064
C 2.645 3.910 -3.730 -0.104
C 3.442 3.655 -2.643 -0.100
C 4.482 4.437 -2.282 -0.022
H 4.350 6.568 -4.926 0.110
H 2.506 5.123 -5.525 0.101
H 1.881 3.201 -4.061 0.095
H 3.145 2.799 -2.060 0.104
H 5.303 4.175 -1.560 0.140
F 3.573 -2.020 3.809 0.009
C 2.948 -0.870 4.294 -0.261
C 2.561 -0.889 5.599 -0.024
C 1.913 0.292 6.096 -0.049
C 1.833 1.465 5.283 -0.102
C 2.275 1.464 4.005 -0.093
C 2.864 0.279 3.483 -0.009
H 2.554 -1.744 6.313 0.130
H 1.572 0.298 7.115 0.091
H 1.344 2.352 5.640 0.098
H 2.310 2.382 3.420 0.110
H 3.288 0.216 2.439 0.114
F 2.048 -3.515 -2.889 0.047
C 1.438 -2.413 -3.378 -0.265
C 1.942 -1.166 -3.009 -0.015
C 1.211 -0.086 -3.518 -0.092
C 0.066 -0.254 -4.302 -0.099
C -0.360 -1.512 -4.697 -0.099
C 0.312 -2.658 -4.237 -0.005
H 2.861 -1.148 -2.416 0.124
H 1.574 0.917 -3.373 0.090
H -0.346 0.630 -4.823 0.115
H -1.260 -1.635 -5.286 0.105
H 0.064 -3.704 -4.481 0.123
```

Electronic energy, Ha: -4584.10584
SMILES: CCOS(C)(=O)=O.CCOS(C)(=O)=O.O=S1(=O)OCCO1.Fc1ccccc1.Fc1ccccc1.Fc1ccccc1.Fc1ccccc1.Fc1ccccc1.Fc1ccccc1.Fc1ccccc1